Entry 1:
C10H16O8Rb2 as an isolated structure in a non-equilibrium geometry, computed with wB97M-V/def2-TZVPD.

ORCA input file:
```
! wB97M-V def2-TZVPD RIJCOSX def2/J DEFGRID3
* xyz 0 1
Rb 12.836 -6.154 18.062
Rb 17.159 -1.603 8.917
O 12.123 -7.717 12.962
C 13.044 -7.938 11.863
C 14.524 -7.418 11.893
O 14.868 -6.060 12.192
H 12.553 -7.642 10.936
H 13.102 -9.015 11.705
H 15.074 -7.689 10.992
H 15.075 -8.018 12.617
C 22.924 -7.570 11.015
C 23.449 -8.960 10.506
C 23.717 -9.143 8.994
O 25.063 -9.549 8.976
C 25.583 -9.644 10.136
O 26.682 -10.059 10.209
O 24.690 -9.160 11.010
H 23.605 -6.765 10.740
H 22.947 -7.486 12.102
H 21.923 -7.371 10.631
H 22.892 -9.834 10.842
H 23.590 -8.266 8.358
H 22.970 -9.867 8.667
C 20.191 -13.241 15.642
C 19.169 -12.101 15.751
C 18.096 -12.332 16.829
O 17.935 -11.107 17.331
C 19.069 -10.433 17.274
O 19.326 -9.328 17.717
O 19.760 -10.957 16.227
H 20.906 -13.162 16.461
H 20.714 -13.254 14.685
H 19.656 -14.189 15.598
H 18.733 -11.958 14.763
H 18.382 -12.739 17.799
H 17.073 -12.654 16.640
*
```

* largest force on an atom: 0.1167 hartree/bohr
* ΔE to the lowest compared entry with this formula, charge and spin: 6.727 eV
* HOMO level: -3.3 eV

---

Entry 2:
A 2-piece molecular cluster, C10H16OP overall in a non-equilibrium geometry, computed with wB97M-V/def2-TZVPD.

ORCA input file:
```
! wB97M-V def2-TZVPD RIJCOSX def2/J DEFGRID3
* xyz 1 1
C 3.648 0.244 -0.011
C 2.943 -0.043 1.150
C 2.977 0.400 -1.215
C 1.567 -0.170 1.108
C 1.600 0.278 -1.267
C 0.896 -0.026 -0.104
C -2.340 2.768 -0.110
C -0.877 -2.913 -0.207
C -1.989 1.888 1.016
C -1.434 -1.746 0.604
O -1.433 -0.035 -1.584
P -0.909 -0.125 -0.099
H 4.719 0.356 0.027
H 3.467 -0.158 2.085
H 3.528 0.627 -2.115
H 1.016 -0.376 2.014
H 1.078 0.424 -2.200
H -3.063 2.310 -0.778
H -2.798 3.673 0.302
H -1.465 3.080 -0.675
H -1.351 -2.988 -1.184
H 0.200 -2.822 -0.340
H -1.072 -3.843 0.322
H -2.790 1.377 1.528
H -1.153 2.174 1.636
H -1.076 -1.786 1.632
H -2.526 -1.762 0.623
H -1.363 -0.809 -2.156
*
```

* largest force on an atom: 0.0536 hartree/bohr
* ΔE to the lowest compared entry with this formula, charge and spin: 0.000 eV
* HOMO level: -12.9 eV

---

Entry 3:
A 2-piece molecular cluster, C10H16S overall in a non-equilibrium geometry, computed with wB97M-V/def2-TZVPD.

ORCA input file:
```
! wB97M-V def2-TZVPD RIJCOSX def2/J DEFGRID3
* xyz 0 1
C -1.891 -0.468 -1.457
C -0.965 0.726 -1.432
C 0.239 0.638 -2.152
C 1.142 1.673 -2.027
C 0.858 2.831 -1.317
C -0.366 2.911 -0.651
C -1.193 1.809 -0.600
H -2.333 -0.702 -0.485
H -1.425 -1.386 -1.791
H -2.711 -0.149 -2.095
H 0.358 -0.238 -2.776
H 2.069 1.632 -2.569
H 1.503 3.697 -1.363
H -0.484 3.806 -0.078
H -2.002 1.705 0.112
C 0.065 -0.444 2.387
C 0.045 -1.925 2.783
S 1.190 -3.031 1.899
C 1.535 -2.226 0.345
H 0.927 0.017 2.840
H -0.894 -0.045 2.708
H 0.126 -0.396 1.303
H 0.146 -2.166 3.841
H -0.981 -2.277 2.615
H 2.506 -2.546 0.004
H 0.765 -2.290 -0.422
H 1.771 -1.155 0.380
*
```

* SMILES: Cc1ccccc1.CCSC
* largest force on an atom: 0.0339 hartree/bohr
* ΔE to the lowest compared entry with this formula, charge and spin: 0.741 eV
* HOMO level: -8.3 eV

---

Entry 4:
A 2-piece molecular cluster, C10H16S overall in a non-equilibrium geometry, computed with wB97M-V/def2-TZVPD.

ORCA input file:
```
! wB97M-V def2-TZVPD RIJCOSX def2/J DEFGRID3
* xyz 0 1
C -1.272 -2.150 0.113
C -0.321 -1.573 -0.888
C 0.637 -2.493 -1.334
C 1.557 -2.083 -2.288
C 1.611 -0.758 -2.716
C 0.535 0.049 -2.370
C -0.352 -0.289 -1.354
H -0.771 -2.592 0.973
H -2.032 -2.827 -0.289
H -1.984 -1.484 0.627
H 0.510 -3.559 -1.144
H 2.285 -2.864 -2.533
H 2.328 -0.465 -3.460
H 0.310 1.031 -2.792
H -1.078 0.418 -0.961
C -2.153 2.540 1.124
C -1.381 1.552 1.924
S 0.389 1.913 2.135
C 1.165 0.366 1.709
H -3.235 2.414 1.260
H -1.968 2.540 0.031
H -1.958 3.623 1.183
H -1.803 1.488 2.931
H -1.456 0.543 1.515
H 1.889 0.128 2.500
H 0.574 -0.532 1.778
H 1.610 0.279 0.713
*
```

* SMILES: Cc1ccccc1.CCSC
* largest force on an atom: 0.0525 hartree/bohr
* ΔE to the lowest compared entry with this formula, charge and spin: 1.090 eV
* HOMO level: -8.4 eV

---

Entry 5:
A 2-piece molecular cluster, C10H17BF14NO5S3 overall in a non-equilibrium geometry, computed with wB97M-V/def2-TZVPD.

ORCA input file:
```
! wB97M-V def2-TZVPD RIJCOSX def2/J DEFGRID3
* xyz -1 1
O -1.629 -4.657 2.705
S -0.178 -4.080 2.838
O 0.534 -4.755 4.072
O -0.194 -2.401 3.143
C 0.891 -4.426 1.304
C 0.678 -3.265 0.124
C -0.822 -3.524 -0.492
C -1.902 -2.323 -0.157
N -1.356 -0.920 -0.353
C -1.131 -0.618 -1.832
C -0.242 0.767 -2.085
C -1.150 2.071 -2.486
C -0.306 3.298 -3.204
C 0.718 4.085 -2.140
F 0.320 3.603 -0.789
F 0.390 5.548 -2.331
C 2.236 3.686 -2.598
F 2.407 2.265 -3.025
F 2.545 4.519 -3.820
S 3.587 4.047 -1.361
F 2.716 5.284 -0.561
F 3.102 2.818 -0.270
F 4.569 2.849 -2.163
F 4.244 5.241 -2.440
F 4.908 4.379 -0.297
S -2.405 0.295 0.342
O -3.545 0.771 -0.636
O -3.133 -0.171 1.654
F -1.493 1.706 0.817
H -0.998 -2.147 3.699
H 2.037 -4.566 1.592
H 0.527 -5.464 0.847
H 0.754 -2.207 0.665
H 1.551 -3.414 -0.667
H -1.245 -4.515 -0.025
H -0.770 -3.630 -1.678
H -2.840 -2.425 -0.875
H -2.305 -2.538 0.931
H -0.541 -1.495 -2.385
H -2.132 -0.486 -2.439
H 0.251 1.007 -1.028
H 0.560 0.499 -2.896
H -1.830 2.483 -1.608
H -1.920 1.694 -3.317
H -1.135 4.082 -3.556
H 0.240 2.962 -4.191
B -0.913 -1.186 6.594
F 0.531 -1.244 6.435
F -1.307 0.164 6.963
F -1.554 -1.553 5.342
F -1.322 -2.112 7.638
*
```

* largest force on an atom: 0.1633 hartree/bohr
* HOMO level: -7.8 eV

---

Entry 6:
C10H17Cl2NO5W as an isolated structure in a non-equilibrium geometry, computed with wB97M-V/def2-TZVPD.

ORCA input file:
```
! wB97M-V def2-TZVPD RIJCOSX def2/J DEFGRID3
* xyz -2 3
C 1.541 -0.366 1.262
C 1.353 0.859 0.521
C 0.966 0.512 -0.813
C 1.649 2.237 1.005
C 0.919 -0.926 -0.903
C 1.245 -1.466 0.386
C 1.263 -2.911 0.751
C 1.976 -0.474 2.683
C 0.721 1.481 -1.914
C 0.615 -1.725 -2.124
W -0.750 -0.188 0.677
Cl -1.220 4.666 -0.496
Cl -1.240 1.262 2.468
O -1.779 0.065 -0.726
H 1.316 2.377 2.041
H 1.138 2.985 0.384
H 2.731 2.441 0.970
H 0.236 2.391 -1.532
H 0.062 1.042 -2.671
H 1.658 1.779 -2.407
H 0.098 -1.115 -2.875
H -0.017 -2.590 -1.876
H 1.534 -2.117 -2.589
H 0.558 -3.484 0.131
H 1.009 -3.054 1.810
H 2.263 -3.337 0.593
H 1.742 0.444 3.240
H 3.062 -0.649 2.749
H 1.478 -1.322 3.174
H -3.154 0.538 -1.551
O -1.339 -1.841 1.275
H -2.062 -2.028 1.883
O -5.918 1.647 -1.880
N -4.965 1.144 -1.321
O -4.821 0.832 -0.146
O -3.867 0.892 -2.179
*
```

* largest force on an atom: 0.0713 hartree/bohr
* HOMO level (alpha / beta): 1.4 / -1.3 eV

---

Entry 7:
One molecule with the formula C10H17F3O in a non-equilibrium geometry, computed with wB97M-V/def2-TZVPD.

ORCA input file:
```
! wB97M-V def2-TZVPD RIJCOSX def2/J DEFGRID3
* xyz 0 1
C -0.978 -2.061 -1.664
C -2.301 -1.311 -1.456
C -2.644 -1.022 0.008
C -2.180 0.345 0.537
C -0.658 0.583 0.495
C 0.127 -0.338 1.386
C 1.649 -0.266 1.206
C 2.232 1.167 1.397
C 2.110 2.103 0.261
O 1.603 3.189 0.297
C 2.708 1.639 -1.081
F 2.991 2.677 -1.881
F 3.839 0.923 -0.921
F 1.839 0.849 -1.764
H -0.133 -1.495 -1.300
H -0.792 -2.275 -2.716
H -0.948 -3.017 -1.113
H -3.144 -1.825 -1.907
H -2.281 -0.377 -2.046
H -3.757 -1.078 0.093
H -2.293 -1.860 0.716
H -2.527 0.476 1.638
H -2.682 1.148 -0.050
H -0.308 0.577 -0.578
H -0.497 1.594 0.763
H -0.160 -1.403 1.225
H -0.150 -0.181 2.439
H 2.170 -0.917 1.928
H 1.955 -0.623 0.208
H 3.330 1.108 1.558
H 1.881 1.671 2.321
*
```

* SMILES: CCCCCCCCC(=O)C(F)(F)F
* largest force on an atom: 0.0347 hartree/bohr
* ΔE to the lowest compared entry with this formula, charge and spin: 0.272 eV
* HOMO level: -10.6 eV